1.
# C4H30NO12

A cluster of 11 separate species, C4H30NO12 in total at a distorted geometry (ωB97M-V/def2-TZVPD, the OMol25 dataset).

The geometry in XYZ format:
```
47
Properties=species:S:1:pos:R:3:forces:R:3:mulliken_spin:R:1
C -1.26666 -0.71987 0.67695 0.334 -0.858 0.755 0.014
C -0.78734 -0.09385 1.99448 0.172 1.132 -0.481 0.054
C -0.47273 1.40881 1.80293 -0.110 0.060 1.924 -0.005
O 0.14116 1.91841 2.95876 1.113 -0.691 0.670 0.008
N -0.12033 -1.01862 -0.18703 -3.060 1.252 -1.257 0.719
C -0.43049 -1.92774 -1.30479 1.036 -2.305 -2.128 -0.026
O -1.40742 -1.39888 -2.16305 0.908 1.704 0.252 0.141
H -1.77663 -1.67756 0.90382 0.182 0.417 -0.467 0.003
H -2.00179 -0.02037 0.17693 0.704 -0.356 0.093 0.076
H -1.55202 -0.23598 2.75779 0.004 0.048 -0.072 0.000
H 0.12856 -0.58204 2.32705 -0.093 -0.137 0.103 -0.001
H 0.21799 1.59597 1.00048 -0.047 -0.148 -0.925 0.003
H -1.37906 2.01984 1.75178 -0.063 -0.401 -0.779 0.002
H 0.37561 -0.18614 -0.52428 0.606 0.192 0.373 -0.040
H -0.90115 -2.86888 -0.92226 0.806 0.725 0.008 0.002
H 0.51774 -2.13718 -1.92800 -1.177 0.324 1.401 -0.001
H -1.08569 -0.50230 -2.63209 -0.120 -0.825 0.300 -0.010
H -2.94478 -1.15865 -1.60706 -1.687 0.051 0.550 -0.005
H -4.00043 -1.47717 -0.49218 -0.350 -1.336 1.819 0.000
O -3.88560 -0.98100 -1.26229 1.588 0.826 -2.380 0.011
H 3.83566 1.18846 -0.03989 2.196 1.293 -0.683 0.000
H 2.79140 -0.88601 0.93613 2.379 3.113 -2.024 -0.005
O 3.07085 0.73767 0.19533 -2.796 -0.877 0.487 -0.001
H -3.95855 0.74273 -0.83924 -0.063 -1.885 -0.889 -0.002
H -2.92288 1.88373 -0.65772 0.787 0.060 -0.372 -0.001
O -3.82189 1.60895 -0.52676 -0.582 2.168 1.319 0.009
H -0.98094 3.27023 -0.51649 0.113 1.701 1.115 0.000
H -0.05925 2.08132 -1.00627 -0.499 0.814 0.004 0.000
O -0.98408 2.49045 -1.01657 -0.096 -2.014 -1.105 0.000
H 3.13692 -0.61010 -1.24766 0.337 0.013 0.209 0.000
H 2.11305 0.08105 -2.10165 0.460 0.013 -0.171 0.000
O 2.77293 -0.63709 -2.13153 -0.575 -0.642 -0.602 0.000
H 2.25824 1.09472 -0.44401 1.016 0.093 0.337 0.001
H 1.75133 2.21317 -1.80622 1.849 3.348 -1.880 0.000
O 1.35607 1.50938 -1.41385 -2.120 -3.529 2.103 0.001
H 0.93247 -3.44638 2.22650 -0.251 -0.158 -0.195 0.001
H 0.05920 -2.91985 1.09290 0.036 -0.319 0.180 0.011
O 0.13171 -3.65225 1.71467 0.216 0.278 0.117 0.007
H 0.23207 1.06610 -2.62159 -0.280 0.196 -0.384 0.001
H -1.23111 1.56415 -2.79389 0.935 -0.654 -0.504 0.000
O -0.57797 0.91388 -3.17754 -0.873 0.017 0.723 -0.001
H 1.53877 -1.59902 0.92637 1.033 -0.313 0.724 -0.002
H 2.45327 -0.19338 2.80376 -0.126 -1.785 0.353 0.000
O 2.40290 -1.55572 1.40306 -3.171 -3.437 1.204 0.037
H 1.03950 1.45557 3.04359 -0.974 0.772 -0.013 0.000
H 2.74812 0.90483 1.84081 -0.169 0.080 1.682 -0.001
O 2.54332 0.73660 2.82982 0.472 1.981 -1.493 0.000
```
Forces are in eV/Å.

net charge	0
<S²>	0.755
gap between HOMO and LUMO (alpha / beta)	10.30 / 4.43	eV
spin multiplicity	2

2.
# C4H30NO14

A cluster of 12 separate species, C4H30NO14 in total at a distorted geometry (ωB97M-V/def2-TZVPD, the OMol25 dataset).

The geometry in XYZ format:
```
49
Properties=species:S:1:pos:R:3:forces:R:3:mulliken_charge:R:1
O 0.79718 -0.48565 -0.07097 0.031 0.165 -0.158 -0.804
C 0.30894 -0.07228 -1.16712 0.125 -0.570 -0.488 0.555
O -0.91005 0.09831 -1.35712 -0.333 0.386 0.144 -0.453
C 1.29893 0.06881 -2.37185 -0.764 -0.420 0.396 0.506
C 2.32115 -1.06384 -2.25963 0.076 -1.134 0.421 0.190
C 3.48977 -0.69627 -1.37092 0.872 0.344 0.014 -1.785
O 1.76483 -2.32591 -1.81771 -0.538 0.531 0.079 -0.654
N 0.56950 0.08453 -3.64753 0.337 0.026 0.368 -0.901
H 1.82381 1.01762 -2.24459 0.017 0.066 -0.011 0.200
H 2.63931 -1.35733 -3.26052 0.390 0.532 -0.100 0.517
H 4.12493 -1.52675 -1.07589 -0.017 -0.333 -0.603 0.492
H 3.28760 -0.24148 -0.40441 -0.773 0.182 -0.111 0.294
H 4.09598 0.01376 -1.91592 0.416 0.314 -0.166 0.427
H 1.25688 -2.09044 -1.02376 0.077 -0.236 0.034 0.295
H 0.39356 -0.87282 -3.94490 0.026 0.054 0.152 0.278
H -0.33494 0.45733 -3.38015 -0.254 0.046 -0.391 0.311
H -4.23433 0.27122 -1.80456 0.139 0.356 0.261 0.316
H -2.99574 -0.37230 -2.40195 1.249 0.316 0.199 0.323
O -3.93754 -0.39884 -2.41019 -1.276 -0.820 -0.636 -0.627
H -2.98287 -2.34281 -0.72556 0.289 0.508 -0.381 0.288
H -2.07756 -1.16966 -0.13036 0.380 -0.070 -1.121 0.018
O -2.69393 -1.87459 0.05916 -0.713 -0.951 1.091 -0.663
H -0.30959 -0.47965 2.47424 0.296 0.004 0.309 0.312
H -0.36937 -0.90398 0.99973 0.411 -0.283 0.823 0.547
O -0.70200 -1.15372 1.91832 -0.686 0.463 -0.695 -0.784
H -2.40727 1.91915 -1.00115 0.444 -0.010 -0.466 0.299
H -3.84345 1.95417 -0.78251 -0.215 0.278 0.188 0.319
O -3.17173 2.44070 -1.27201 0.007 0.013 0.179 -0.697
H -2.34901 3.93482 1.37017 -0.074 0.201 -0.003 0.340
H -2.73391 2.51671 1.63242 -0.481 -0.219 0.152 0.331
O -2.58323 3.34830 2.09765 0.317 0.063 -0.316 -0.675
H -3.95498 -0.20789 0.88719 -0.177 -0.423 0.002 0.314
H -2.57229 0.32266 0.82764 -0.258 0.104 0.024 0.419
O -3.49425 0.62569 0.78141 0.428 0.465 0.336 -0.732
H 3.51686 -3.62215 1.31662 0.034 0.094 0.137 0.270
H 2.96949 -2.66307 0.30273 0.191 0.070 -0.019 0.365
O 3.79277 -2.88407 0.76182 -0.251 -0.269 0.026 -0.640
H 0.80875 -3.12152 3.54154 -0.072 0.094 -0.039 0.254
H 0.16320 -2.75663 2.18713 0.405 -0.002 0.446 0.400
O 0.86922 -3.30049 2.60044 -0.117 -0.263 -0.309 -0.658
H 3.45038 2.34545 1.67341 -0.280 -0.102 -0.024 0.305
H 2.14596 2.07631 2.48203 -0.026 0.228 -0.155 0.395
O 3.02273 2.47896 2.52382 0.251 0.028 0.286 -0.654
H -0.53836 3.03787 3.13119 -0.008 0.318 0.207 0.378
H -0.62863 1.64350 2.73845 0.049 -0.266 0.162 0.203
O -0.24006 2.17608 3.43727 0.026 -0.179 0.116 -0.601
H 0.98157 1.21210 0.71907 -0.146 0.177 -0.303 0.300
H -0.38036 1.85268 0.71210 0.003 0.115 -0.280 0.185
O 0.55211 2.08741 0.66576 0.170 0.009 0.221 -0.619
```
Forces are in eV/Å.

net charge	-1
gap between HOMO and LUMO	9.28	eV

3.
# C4H31N2O10

A cluster of 11 separate species, C4H31N2O10 in total at a distorted geometry (ωB97M-V/def2-TZVPD, the OMol25 dataset).

The geometry in XYZ format:
```
47
Properties=species:S:1:pos:R:3:forces:R:3:mulliken_charge:R:1
C 3.85572 1.83879 1.27873 0.266 4.027 -2.398 -1.319
C 2.56764 2.39499 0.53459 0.816 -2.570 0.463 -0.541
C 1.78610 1.20571 -0.10490 -1.064 0.814 -0.433 0.997
C 1.45118 1.42177 -1.38136 -0.312 0.249 -0.962 -1.232
N 0.74754 0.57822 -2.41166 2.989 -3.137 2.574 0.009
N 1.30180 0.18152 0.67856 3.872 1.171 1.558 -0.144
H 3.76250 0.99364 1.83487 -0.621 -2.543 1.444 0.462
H 4.20232 2.63847 1.94524 -0.045 -0.213 -0.008 0.369
H 4.65780 1.73354 0.53579 -0.200 -0.322 0.212 0.310
H 2.86346 3.14405 -0.22815 -0.379 -0.524 0.612 0.379
H 1.89188 2.77520 1.28447 -0.246 0.544 0.084 0.302
H 1.77432 2.29766 -1.87910 0.346 0.735 -0.119 0.150
H 1.67768 0.00590 -2.80386 -2.361 0.329 0.748 0.430
H 0.02176 -0.09596 -1.96059 1.276 1.405 -1.806 0.183
H 0.51771 1.13497 -3.19797 -1.377 0.536 -0.559 0.404
H 0.44880 -0.25698 0.55814 -1.604 -0.825 -0.397 0.062
H 1.76920 0.07212 1.60806 -1.263 0.106 -1.244 0.172
H -1.37142 4.39228 -2.60108 0.995 -1.925 0.352 0.300
H -1.19117 2.82574 -2.53662 -2.177 -2.767 -0.899 0.285
O -0.78459 3.61198 -2.34906 1.058 4.696 0.478 -0.590
H 0.91653 -4.20071 1.34217 1.024 -0.834 -0.731 0.295
H 0.67700 -4.51021 2.88755 0.262 0.009 -0.672 0.291
O 0.45356 -3.96486 2.11986 -1.442 0.859 1.313 -0.574
H 2.54505 -1.69031 -2.31683 0.095 -0.365 0.194 0.344
H 3.11346 -1.56261 -3.77650 -0.411 1.072 1.734 0.330
O 2.91421 -1.04732 -2.92834 0.292 -0.756 -1.828 -0.684
H -2.27531 -0.64986 -2.66440 -1.756 -0.606 1.306 0.308
H -2.44437 0.17690 -4.01932 -0.572 -0.299 0.384 0.291
O -1.86007 -0.24962 -3.39109 2.142 0.928 -1.508 -0.619
H -0.60077 -2.54655 -0.24434 -1.051 -1.183 4.502 0.247
H -0.90304 -2.76401 -1.59613 -1.847 -1.642 -2.334 0.263
O -0.36599 -2.26192 -1.05905 2.875 3.044 -2.221 -0.489
H -0.39626 0.65590 3.00832 -0.464 0.892 0.355 0.270
H 0.49442 0.25257 4.23817 0.018 0.810 3.472 0.242
O 0.31646 0.14686 3.35840 0.627 -1.546 -3.765 -0.518
H -2.97891 -3.70897 1.06646 -1.394 -1.353 -0.891 0.254
H -1.88331 -3.26430 1.83666 1.667 0.007 1.327 0.259
O -2.56305 -2.90758 1.29779 0.196 1.103 -0.152 -0.509
H -1.01628 3.52067 -0.04348 -0.195 -1.947 1.527 0.366
H -0.84384 2.02813 -0.17575 -0.044 0.185 0.539 0.255
O -1.08183 2.66557 0.52102 0.278 1.732 -1.898 -0.603
H -3.42074 -1.21593 3.69576 1.344 1.252 0.039 0.304
H -2.29233 -0.06553 3.40646 -0.702 -0.401 -0.254 0.286
O -2.64537 -0.69719 4.04061 -0.815 -0.944 0.234 -0.597
H -4.48784 -1.61076 -0.00550 2.020 1.715 -0.791 0.298
H -2.94799 -1.35020 0.38370 -2.790 1.040 -2.286 0.379
O -3.70702 -1.00099 -0.28676 0.674 -2.557 2.704 -0.676
```
Forces are in eV/Å.

net charge	+1
gap between HOMO and LUMO	8.65	eV

no.,molar mass (u)
1,284.28
2,316.28
3,267.30